# 1
Entry from the Open Molecules 2025 dataset: a molecular structure, C13H15Cl5O3PS3Ti (the ωB97M-V functional and the def2-TZVPD basis).

XYZ file:
```
41
Properties=species:S:1:pos:R:3:forces:R:3:mulliken_charge:R:1
Cl -1.312105 -1.299200 -2.319586 0.14 0.18 0.04 -0.16
H -4.673681 2.510447 -2.766171 0.01 -0.02 0.06 0.25
C 0.207122 -0.653274 -2.946597 -0.27 -0.23 -0.08 1.30
C -2.034206 2.320190 3.023536 0.00 0.03 0.17 -1.13
H -4.450341 4.239762 -2.423578 0.00 -0.01 0.03 0.27
Cl 3.905503 1.225904 -4.539327 0.00 0.01 0.03 -0.15
H -2.592682 3.198410 2.702562 0.00 -0.01 -0.02 0.30
Cl -0.082166 -2.395179 -4.985278 0.06 0.01 -0.02 -0.17
Ti -0.327976 0.613237 -0.495698 0.74 -0.54 1.12 -0.51
S 1.259170 -0.801457 3.241966 0.00 -0.04 0.27 -0.10
C -2.383925 1.116014 2.200385 0.01 -0.11 -0.37 -0.34
S 1.226265 1.220683 1.056423 -0.21 0.02 -0.32 -0.29
H -5.465825 3.933610 -0.150175 -0.04 0.04 -0.01 0.31
H -2.025065 3.796341 -1.348630 0.04 0.09 -0.01 0.45
O -3.753257 2.844389 -0.187683 -0.02 0.24 -0.04 -0.28
C 0.787799 -0.348623 1.781420 0.06 0.01 -0.38 0.42
H -0.664158 4.296373 -3.366870 0.00 -0.02 -0.03 0.43
Cl 2.612285 2.333237 -1.942886 -0.13 -0.08 0.10 -0.16
O -1.777105 1.736913 -1.459668 -0.23 0.29 -0.19 -0.03
C -5.059708 3.362853 -2.202226 -0.07 0.05 -0.14 -0.98
H -1.853269 0.215847 2.499638 0.02 0.00 0.06 0.34
C -5.109892 3.085132 -0.724984 0.20 -0.08 0.23 -0.32
C -0.999928 3.273494 -3.186244 0.03 0.12 -0.13 -1.21
C 0.783064 0.351964 -2.201936 -0.03 0.24 -0.11 -0.82
Cl 2.582699 -1.125644 -6.066293 -0.01 -0.01 0.01 -0.14
H -5.720314 2.215833 -0.480566 -0.04 -0.01 -0.06 0.37
C 0.716103 -1.142963 -4.137409 -0.06 -0.01 0.05 -0.56
H -1.912513 3.105328 -3.757246 0.00 0.01 0.01 0.31
H -6.070328 3.557482 -2.563964 0.02 0.02 0.01 0.42
H -2.284574 2.112833 4.065269 -0.01 0.03 -0.01 0.41
H -0.367647 3.253542 -1.099598 0.09 -0.02 -0.05 0.16
C 1.892705 -0.562262 -4.609768 0.05 0.03 -0.04 0.65
C 2.490946 0.496204 -3.910528 -0.01 -0.01 -0.03 -0.09
H -0.227685 2.596122 -3.545608 0.00 -0.03 0.05 0.20
C 1.919055 0.953334 -2.722783 0.25 0.04 -0.21 1.21
C -1.260809 3.120390 -1.719075 -0.24 -0.35 0.17 0.15
P -3.106035 1.421241 -0.412762 -0.22 -0.14 -0.40 -0.14
H -3.454365 0.903801 2.189089 -0.01 0.01 0.08 0.43
O -1.984063 1.360647 0.793282 -0.08 0.02 0.21 0.16
S -0.142265 -1.349871 0.658473 -0.05 0.22 -0.02 -0.23
H -0.966550 2.530608 2.972703 0.00 -0.01 -0.03 0.26
```
Positions in Å, forces in eV/Å.

- Total charge: +1
- Strongest force on any atom: 0.028 hartree/bohr
- Orbital gap: 7.2 eV
- Electronic energy: -147384.744 eV
- E_HOMO: -11.637 eV
- Relative energy (zero: lowest compared OMol25 entry of this formula, charge and spin): 0.00 kJ/mol
- LUMO energy: -4.47 eV



# 2
Entry from the Open Molecules 2025 dataset: 2 unconnected molecules or ions with the total composition C4H14N2O (the ωB97M-V functional and the def2-TZVPD basis).

XYZ file:
```
21
Properties=species:S:1:pos:R:3:forces:R:3:mulliken_charge:R:1
H -2.400697 -1.491381 -0.404701 -0.08 -0.09 -0.16 0.41
H -0.479799 -0.059988 -1.444914 0.06 -0.08 -0.16 0.25
H 3.213653 -0.484093 1.538576 0.06 0.27 0.06 0.25
C -0.509973 0.370197 -0.446107 -0.57 0.12 0.80 0.29
H 2.050963 0.630710 1.716782 0.11 0.11 0.09 0.24
O -2.447166 -2.363495 -0.846959 0.04 0.16 0.15 -0.68
H -2.445710 1.037253 -0.719578 0.06 -0.07 0.27 0.24
H 2.023927 -1.751548 0.286699 -0.28 -0.16 0.38 0.35
H -0.385750 2.354472 -1.215809 0.04 0.18 -0.10 0.40
H -0.301692 -1.509036 0.681346 -0.22 -0.21 -0.45 0.34
N 2.592006 0.129792 1.024324 -0.16 -0.30 0.19 -0.54
H 1.855833 -0.491798 -0.815909 -0.13 0.22 -0.26 0.29
C 1.682704 -0.717254 0.236227 0.43 -0.27 -0.79 -0.71
C 0.125169 1.752841 -0.466603 0.43 0.28 -0.49 -1.54
C 0.191997 -0.557103 0.532890 0.61 0.48 0.87 -0.54
H -2.221320 -2.174964 -1.761868 -0.03 -0.05 -0.02 0.29
N -1.945653 0.449439 -0.053370 0.42 -0.24 -0.60 -0.65
H 1.195549 1.766039 -0.692241 -0.10 -0.29 -0.24 0.41
H -2.000872 0.893180 0.852929 -0.14 0.10 0.13 0.26
H 0.140784 -0.078198 1.525844 -0.18 -0.02 -0.09 0.32
H 0.066048 2.294933 0.472441 -0.38 -0.17 0.40 0.31
```
Positions in Å, forces in eV/Å.

- Strongest force on any atom: 0.023 hartree/bohr
- Orbital gap: 10.3 eV
- Structure (SMILES): C[C@H](N)CCN.O
- Electronic energy: -9402.734 eV
- E_HOMO: -9.396 eV
- Relative energy (zero: lowest compared OMol25 entry of this formula, charge and spin): 84.18 kJ/mol
- LUMO energy: 0.93 eV